The ion C6H6N with charge +1 at a distorted geometry, computed with ωB97M-V/def2-TZVPD.

Output
DFT total energy ... -286.44652 Ha
Net charge ... +1
Molecular weight ... 92.12 u
HOMO energy ... -14.604 eV
LUMO energy ... -5.62 eV

Each line ends with the Löwdin charge.
Element x y z (Å)
1 C 2.62932 0.60195 0.00073  0.108
2 H -1.93654 -1.09498 -1.03528  0.163
3 H -2.58825 -0.91022 0.72069  0.110
4 C 1.60510 0.06502 -0.76050  0.160
5 C 1.94766 -0.35287 0.82783  0.300
6 H -1.08521 1.52153 -0.69938  0.134
7 N -0.52450 -0.28458 0.35602  -0.061
8 C 0.62217 -0.75417 -0.10918  -0.263
9 H -1.49449 1.39027 0.98312  0.078
10 C -1.95761 -0.48869 -0.03836  0.017
11 C -1.35143 0.88037 0.14108  -0.032
12 H 0.59203 -1.71657 -0.53852  0.156
13 H 3.54174 1.14295 0.15174  0.131

Force components x, y, z for each atom (eV/Å):
-2.887 -3.110 0.945
-0.738 1.859 1.561
-0.125 0.017 0.309
2.859 2.157 1.625
0.660 1.460 -2.489
-0.250 -0.331 -0.149
-1.614 0.059 0.943
-0.419 0.337 -0.045
-1.153 1.935 3.350
2.171 -1.421 -1.872
1.224 -1.838 -3.703
0.149 -1.497 0.154
0.123 0.373 -0.630